[1]
Entry from the OMol25 dataset: a structure of composition C39H43As2ClGdSi2 at a distorted geometry (the ωB97M-V functional and the def2-TZVPD basis).

Output
HOMO (alpha / beta) in eV: -7.89 / -10.25
Relative energy (zero: lowest compared OMol25 entry of this formula, charge and spin) in kJ/mol: 0.00
Orbital gap (alpha / beta) in eV: 3.705 / 3.976
E in a.u.: -7787.8519
E_LUMO (alpha / beta) in eV: -4.184 / -6.277

Structure (ORCA input):
```
! wB97M-V def2-TZVPD RIJCOSX def2/J DEFGRID3
* xyz 1 8
C -2.886 -1.635 2.991
C -1.759 -0.798 3.235
C -2.104 0.539 2.862
H -0.823 -1.104 3.710
C -3.466 0.527 2.397
C -3.953 -0.824 2.460
H -4.934 -1.180 2.164
H -2.963 -2.698 3.248
H -1.457 1.399 2.939
H -4.016 1.389 1.996
Gd -2.180 -0.774 0.741
Si 1.857 3.768 -1.249
C 3.610 3.780 -1.966
C 3.841 3.490 -3.322
H 2.986 3.411 -4.008
C 5.141 3.232 -3.776
H 5.299 2.982 -4.833
C 6.205 3.299 -2.870
H 7.213 3.079 -3.221
C 5.994 3.657 -1.537
H 6.834 3.746 -0.845
C 4.698 3.902 -1.088
H 4.500 4.143 -0.043
C 0.918 4.933 -2.332
C 1.484 6.196 -2.606
H 2.429 6.471 -2.139
C 0.874 7.044 -3.532
H 1.340 8.010 -3.758
C -0.285 6.658 -4.193
H -0.751 7.316 -4.936
C -0.832 5.387 -3.951
H -1.708 5.053 -4.505
C -0.218 4.519 -3.032
H -0.594 3.493 -2.906
H 2.019 4.430 0.055
Si 1.653 1.139 -1.597
C -0.022 1.728 -0.828
C 0.013 2.542 0.352
H 0.956 2.648 0.910
C -1.116 3.227 0.810
H -1.001 3.941 1.640
C -2.357 2.960 0.200
H -3.259 3.440 0.637
C -2.471 2.083 -0.904
H -3.456 1.860 -1.321
C -1.298 1.530 -1.441
H -1.354 0.878 -2.311
C 2.686 0.573 -0.165
C 2.192 0.335 1.132
H 1.119 0.416 1.357
C 3.078 0.065 2.188
H 2.690 -0.097 3.198
C 4.466 0.044 1.938
H 5.148 -0.086 2.757
C 4.952 0.217 0.642
H 6.028 0.198 0.442
C 4.065 0.440 -0.412
H 4.433 0.563 -1.432
H 1.387 -0.149 -2.223
Cl -0.891 -1.582 -1.365
C -3.022 -4.615 -1.438
As -3.498 -3.489 0.087
C -5.450 -3.759 -0.006
C -3.055 -4.855 1.477
C -3.957 -5.866 1.827
C -3.591 -6.821 2.791
C -2.330 -6.774 3.383
C -1.408 -5.784 3.009
C -1.772 -4.827 2.058
As -0.480 -3.440 1.439
C 0.832 -3.538 2.894
C 0.485 -4.563 0.155
H -2.460 -3.979 -2.135
H -3.954 -4.971 -1.894
H -2.409 -5.454 -1.096
H -5.650 -4.517 -0.787
H -5.816 -4.062 0.975
H -5.862 -2.778 -0.303
H -4.940 -5.918 1.350
H -4.308 -7.601 3.067
H -2.052 -7.506 4.136
H -0.412 -5.765 3.456
H 1.550 -4.335 2.661
H 1.332 -2.559 2.917
H 0.306 -3.731 3.839
H 1.294 -5.072 0.689
H -0.208 -5.287 -0.292
H 0.880 -3.885 -0.614
*
```


[2]
Entry from the OMol25 dataset: an isolated molecule of CH3N3O2 at a distorted geometry (the ωB97M-V functional and the def2-TZVPD basis).

Output
HOMO in eV: -9.51
Relative energy (zero: lowest compared OMol25 entry of this formula, charge and spin) in kJ/mol: 570.09
SMILES: [H]/N=N/C[N+](=O)[O-]
Orbital gap in eV: 9.588
E in a.u.: -354.4664
E_LUMO in eV: 0.081

Structure (ORCA input):
```
! wB97M-V def2-TZVPD RIJCOSX def2/J DEFGRID3
* xyz 0 1
C -0.425 -0.534 -0.543
N 0.799 1.595 -0.051
N 0.250 0.971 -0.930
N -0.351 -0.796 0.950
O 0.736 -0.800 1.513
O -1.418 -0.909 1.476
H -1.397 -0.740 -1.065
H 0.404 -1.139 -0.962
H 1.401 2.353 -0.388
*
```


[3]
Entry from the OMol25 dataset: a structure of composition CH10F3Na2O8S at a distorted geometry (the ωB97M-V functional and the def2-TZVPD basis).

Output
HOMO in eV: -11.58
Orbital gap in eV: 6.717
E in a.u.: -1667.7293
E_LUMO in eV: -4.860

Structure (ORCA input):
```
! wB97M-V def2-TZVPD RIJCOSX def2/J DEFGRID3
* xyz 1 1
Na -1.728 -2.267 0.165
Na -0.894 0.089 -3.154
C 1.334 0.142 -0.514
F 1.417 1.298 -1.074
F 2.102 -0.723 -1.196
F 1.793 0.063 0.722
S -0.477 -0.504 -0.474
O -1.163 -0.039 -1.678
O -0.336 -1.938 -0.435
O -1.150 -0.005 0.770
O 2.465 -0.614 2.446
H 3.419 -0.539 2.449
H 2.287 -1.386 1.909
O -2.336 1.857 -1.079
H -1.455 1.562 -1.311
H -2.910 1.407 -1.698
O -2.300 1.471 1.540
H -2.125 1.259 0.623
H -2.898 2.217 1.504
O 1.889 -2.846 -0.948
H 2.032 -2.481 -1.821
H 1.194 -2.306 -0.573
O 0.031 1.390 1.656
H -0.248 0.706 1.046
H 0.057 2.187 1.127
*
```


[4]
Entry from the OMol25 dataset: a structure of composition H6N3O12Zn at a distorted geometry (the ωB97M-V functional and the def2-TZVPD basis).

Output
HOMO in eV: -5.20
Relative energy (zero: lowest compared OMol25 entry of this formula, charge and spin) in kJ/mol: 176.05
Orbital gap in eV: 6.848
E in a.u.: -2849.8194
E_LUMO in eV: 1.651

Structure (ORCA input):
```
! wB97M-V def2-TZVPD RIJCOSX def2/J DEFGRID3
* xyz -1 1
Zn 0.293 -0.210 0.113
N -2.080 1.833 -0.828
O -2.738 2.755 -0.451
O -0.993 1.516 -0.286
O -2.377 1.328 -1.906
N 0.392 -1.154 -3.083
O 0.893 -2.150 -3.502
O 0.586 -0.740 -1.914
O -0.337 -0.509 -3.842
N -0.050 0.960 3.248
O 0.104 0.386 2.160
O -0.527 2.075 3.182
O 0.248 0.429 4.336
O -1.346 -1.414 0.262
H -1.439 -2.346 0.063
H -2.241 -1.111 0.414
O 1.883 1.177 0.008
H 2.035 1.855 -0.651
H 2.636 1.241 0.596
O 1.487 -1.642 0.638
H 1.335 -2.493 0.227
H 2.234 -1.786 1.219
*
```


[5]
Entry from the OMol25 dataset: a cluster of 10 separate species, H20O10 in total at a distorted geometry (the ωB97M-V functional and the def2-TZVPD basis).

Output
HOMO in eV: -10.77
Relative energy (zero: lowest compared OMol25 entry of this formula, charge and spin) in kJ/mol: 314.18
SMILES: O.O.O.O.O.O.O.O.O.O
Orbital gap in eV: 10.568
E in a.u.: -764.3623
E_LUMO in eV: -0.198

Structure (ORCA input):
```
! wB97M-V def2-TZVPD RIJCOSX def2/J DEFGRID3
* xyz 0 1
O 0.982 3.119 1.537
H 1.759 3.012 2.085
H 0.446 3.753 2.007
O -1.209 0.528 3.015
H -1.496 -0.105 3.711
H -1.707 0.141 2.241
O 2.362 1.446 -3.119
H 2.340 1.730 -2.204
H 1.631 0.760 -3.105
O 1.250 1.306 3.757
H 1.620 0.439 3.980
H 0.279 1.182 3.593
O -1.141 -0.508 -2.827
H -1.221 -0.022 -3.643
H -1.141 0.019 -2.019
O -1.376 2.165 -0.768
H -2.069 2.701 -0.373
H -1.159 1.545 -0.058
O -0.602 -3.606 -2.455
H -1.078 -4.071 -1.762
H -0.879 -2.669 -2.367
O 1.094 0.135 0.110
H 1.161 1.132 -0.156
H 2.004 -0.146 0.000
O -2.400 -1.700 1.315
H -1.529 -1.389 0.998
H -2.734 -2.283 0.638
O 1.856 -3.096 -1.213
H 1.353 -3.277 -2.047
H 1.603 -2.242 -0.872
*
```


[6]
Entry from the OMol25 dataset: an isolated molecule of C5H10O (the ωB97M-V functional and the def2-TZVPD basis).

Output
HOMO in eV: -9.53
Relative energy (zero: lowest compared OMol25 entry of this formula, charge and spin) in kJ/mol: 13.62
SMILES: CCC(=O)CC
Orbital gap in eV: 10.505
E in a.u.: -271.7474
E_LUMO in eV: 0.977

Structure (ORCA input):
```
! wB97M-V def2-TZVPD RIJCOSX def2/J DEFGRID3
* xyz 0 1
C -2.108 1.404 -0.122
C -1.317 0.115 -0.256
C 0.105 0.257 0.210
O 0.490 1.141 0.946
C 1.070 -0.714 -0.421
C 2.213 -1.084 0.533
H -3.173 1.204 -0.260
H -1.919 1.825 0.870
H -1.781 2.141 -0.868
H -1.298 -0.271 -1.284
H -1.721 -0.702 0.362
H 1.438 -0.171 -1.294
H 0.539 -1.590 -0.817
H 1.793 -1.190 1.536
H 2.672 -2.043 0.278
H 2.997 -0.322 0.588
*
```


[7]
Entry from the OMol25 dataset: a cluster of 2 separate species, C4H9ClO3S in total at a distorted geometry (the ωB97M-V functional and the def2-TZVPD basis).

Output
HOMO (alpha / beta) in eV: -8.14 / -8.14
Relative energy (zero: lowest compared OMol25 entry of this formula, charge and spin) in kJ/mol: 192.09
Orbital gap (alpha / beta) in eV: 8.128 / 8.129
E in a.u.: -1241.7674
E_LUMO (alpha / beta) in eV: -0.014 / -0.013

Structure (ORCA input):
```
! wB97M-V def2-TZVPD RIJCOSX def2/J DEFGRID3
* xyz 0 1
C 2.129 -0.406 0.511
C -2.614 -0.456 0.643
C 1.998 0.478 -0.674
C -0.276 -0.433 -1.128
O -1.998 1.540 -0.947
O -0.585 1.154 1.016
O 1.707 1.729 -0.520
S -1.391 0.576 -0.082
Cl -0.314 -2.068 -0.424
H 1.188 -0.466 1.053
H 2.649 -1.311 0.340
H 2.843 0.086 1.230
H -3.363 0.115 1.074
H -2.971 -1.148 -0.118
H -1.991 -1.009 1.518
H 2.248 0.230 -1.651
H -0.424 -0.259 -2.144
H 1.165 1.649 0.302
*
```


[8]
Entry from the OMol25 dataset: an isolated molecule of C19H14F4N2O4S at a distorted geometry (the ωB97M-V functional and the def2-TZVPD basis).

Output
HOMO in eV: -9.79
Relative energy (zero: lowest compared OMol25 entry of this formula, charge and spin) in kJ/mol: 250.49
SMILES: C[C@@](O)(CS(=O)(=O)c1ccc(F)cc1)C(=O)/C=N/c1ccc(C#N)c(C(F)(F)F)c1
Orbital gap in eV: 7.978
E in a.u.: -1940.3919
E_LUMO in eV: -1.816

Structure (ORCA input):
```
! wB97M-V def2-TZVPD RIJCOSX def2/J DEFGRID3
* xyz 0 1
N 4.783 6.258 2.726
O -2.490 0.624 0.088
O -3.139 -3.407 -1.739
O -4.331 -3.860 0.221
F -6.955 1.771 -2.004
F 6.072 3.441 0.578
F 6.080 2.478 2.648
F 5.592 1.293 1.104
C 4.204 5.259 2.437
N 0.909 0.906 0.957
O -1.218 -1.434 -1.349
C -1.447 0.011 0.450
C -0.359 1.050 0.733
C -6.038 0.446 -0.140
C -5.401 0.105 -2.530
C 2.131 4.038 2.409
C 1.239 3.034 2.085
C 3.055 1.824 1.340
C -5.183 -0.640 0.212
C -4.609 -0.947 -2.079
C -6.081 0.846 -1.504
C 3.454 4.086 2.154
C 1.710 1.965 1.472
C 3.982 2.898 1.680
C -4.454 -1.282 -0.713
C 5.415 2.576 1.470
C 0.255 -1.856 0.489
C -1.145 -1.462 0.097
C -2.053 -2.532 0.622
S -3.535 -2.848 -0.458
H -1.103 -2.353 -1.699
H -0.634 2.083 0.750
H -6.601 1.007 0.637
H -5.477 0.453 -3.496
H 1.613 4.904 2.836
H 0.226 3.149 2.480
H 3.453 0.931 0.840
H -5.231 -0.892 1.213
H -4.020 -1.396 -2.882
H 0.914 -1.328 -0.070
H 0.460 -2.910 0.249
H 0.553 -1.799 1.544
H -1.606 -3.528 0.865
H -2.296 -2.221 1.647
*
```


E of number 4 (H6N3O12Zn)? -2849.8194 a.u.


What is the formula in the second record? CH3N3O2


Look up the E of the fifth one. -764.3623 a.u.


Copy entry 6 word for word.
Entry from the OMol25 dataset: an isolated molecule of C5H10O (the ωB97M-V functional and the def2-TZVPD basis).

Output
HOMO in eV: -9.53
Relative energy (zero: lowest compared OMol25 entry of this formula, charge and spin) in kJ/mol: 13.62
SMILES: CCC(=O)CC
Orbital gap in eV: 10.505
E in a.u.: -271.7474
E_LUMO in eV: 0.977

Structure (ORCA input):
```
! wB97M-V def2-TZVPD RIJCOSX def2/J DEFGRID3
* xyz 0 1
C -2.108 1.404 -0.122
C -1.317 0.115 -0.256
C 0.105 0.257 0.210
O 0.490 1.141 0.946
C 1.070 -0.714 -0.421
C 2.213 -1.084 0.533
H -3.173 1.204 -0.260
H -1.919 1.825 0.870
H -1.781 2.141 -0.868
H -1.298 -0.271 -1.284
H -1.721 -0.702 0.362
H 1.438 -0.171 -1.294
H 0.539 -1.590 -0.817
H 1.793 -1.190 1.536
H 2.672 -2.043 0.278
H 2.997 -0.322 0.588
*
```